{"formula": "C19H19HfI2NOSbSe4", "method": "the ωB97M-V functional and the def2-TZVPD basis", "gap_ev": 6.3, "homo_energy_ev": -4.585, "charge": -1, "de_lowest_kcal_mol": 0.0, "species": ["Hf", "C", "C", "C", "C", "C", "C", "C", "C", "C", "C", "H", "H", "H", "H", "H", "H", "H", "H", "H", "H", "H", "H", "H", "H", "H", "Se", "Sb", "Se", "Se", "Se", "I", "C", "C", "C", "I", "C", "C", "C", "C", "N", "C", "C", "O", "H", "H", "H", "H"], "xyz": [[0.511075, 0.906929, -0.145570], [1.724371, -0.119017, 1.788717], [1.780851, 1.282020, 1.990549], [0.457925, 1.747670, 2.223974], [-0.414469, 0.632830, 2.177696], [0.359351, -0.518471, 1.885308], [-0.163990, -1.920116, 1.775232], [-1.880728, 0.660105, 2.468500], [0.072073, 3.148186, 2.586688], [3.003174, 2.149220, 1.993027], [2.891971, -1.039059, 1.599695], [0.485911, -2.541539, 1.157928], [-1.157604, -1.941670, 1.324162], [-0.236631, -2.394946, 2.757669], [-2.048986, 0.654638, 3.549520], [-2.390848, -0.202025, 2.041118], [-2.359651, 1.544395, 2.049535], [0.074707, 3.273826, 3.673731], [-0.924331, 3.396360, 2.220447], [0.764013, 3.869687, 2.154729], [3.278784, 2.417994, 3.016983], [2.829493, 3.065556, 1.427473], [3.845419, 1.646840, 1.522260], [3.214177, -1.449340, 2.561172], [3.735748, -0.518937, 1.149071], [2.643526, -1.877724, 0.947575], [0.123797, 1.268972, -4.195550], [1.742679, 2.450342, -2.854603], [2.874529, 0.709171, -1.330031], [0.433924, 3.415139, -0.847766], [3.356813, 4.007366, -3.669425], [-4.739708, 1.185056, -0.651074], [-3.463885, -0.209260, -1.509320], [-3.985360, -1.175797, -2.393356], [-3.168349, -2.107575, -2.968167], [-4.020645, -3.508301, -4.255889], [-1.775086, -2.114785, -2.686674], [-0.834811, -3.018029, -3.231377], [0.477818, -2.916024, -2.882009], [0.883779, -1.904993, -1.993697], [0.041390, -1.048431, -1.465225], [-1.280470, -1.144840, -1.804051], [-2.121126, -0.161461, -1.201707], [-1.576845, 0.690521, -0.382057], [-5.044091, -1.171818, -2.610633], [-1.166818, -3.775643, -3.928792], [1.221627, -3.582465, -3.295073], [1.925488, -1.760570, -1.740728]], "forces_ev_per_angstrom": [[-0.2, 0.3, -0.2], [0.0, -0.1, 0.0], [0.1, 0.1, 0.0], [0.0, 0.0, 0.0], [0.0, -0.1, 0.1], [0.0, -0.1, 0.0], [0.0, 0.0, 0.0], [0.0, 0.0, 0.0], [0.0, 0.0, 0.0], [0.0, 0.0, 0.0], [0.0, 0.0, 0.0], [0.0, 0.0, 0.0], [0.0, 0.0, 0.0], [0.0, 0.0, 0.0], [0.0, 0.0, 0.0], [0.0, 0.0, 0.0], [0.0, 0.0, 0.0], [0.0, 0.0, 0.0], [0.0, 0.0, 0.0], [0.0, 0.0, 0.0], [0.0, 0.0, 0.0], [0.0, 0.0, 0.0], [0.0, 0.0, 0.0], [0.0, 0.0, 0.0], [0.0, 0.0, 0.0], [0.0, 0.0, 0.0], [0.0, 0.0, 0.1], [0.0, 0.0, 0.2], [0.1, 0.0, -0.1], [0.0, 0.0, 0.0], [0.0, 0.0, 0.0], [0.0, 0.0, 0.0], [-0.1, -0.1, -0.1], [0.2, 0.0, 0.1], [0.0, 0.1, 0.1], [0.0, -0.1, -0.1], [-0.1, -0.2, -0.1], [-0.1, 0.1, 0.0], [0.1, 0.0, 0.1], [0.0, 0.0, 0.0], [-0.3, -0.1, 0.0], [0.2, 0.0, 0.1], [-0.1, 0.1, 0.1], [0.2, -0.1, -0.2], [0.0, 0.0, 0.0], [0.0, 0.0, 0.0], [0.0, 0.0, 0.0], [0.0, 0.0, 0.0]], "nbo_charge": [1.64, -0.06, -0.15, -0.14, -0.11, -0.20, -0.62, -0.62, -0.63, -0.63, -0.64, 0.22, 0.22, 0.22, 0.21, 0.22, 0.24, 0.21, 0.23, 0.24, 0.21, 0.25, 0.23, 0.21, 0.24, 0.21, -0.71, 1.11, -0.68, -0.59, -0.68, 0.15, -0.25, -0.24, -0.19, 0.12, -0.04, -0.12, -0.26, 0.12, -0.51, 0.09, 0.40, -0.82, 0.23, 0.23, 0.22, 0.24]}

---

{"formula": "C36H58N2O7S6SiSr", "method": "the ωB97M-V functional and the def2-TZVPD basis", "gap_ev": 5.3, "homo_energy_ev": -1.397, "charge": -2, "de_lowest_kcal_mol": 34.8, "species": ["Sr", "C", "N", "C", "C", "C", "N", "C", "C", "H", "H", "H", "H", "H", "H", "H", "H", "H", "H", "H", "H", "H", "H", "H", "H", "C", "C", "C", "C", "O", "Si", "S", "O", "C", "C", "C", "C", "O", "C", "C", "C", "C", "H", "H", "H", "H", "H", "H", "H", "H", "H", "H", "H", "H", "H", "H", "H", "H", "H", "H", "H", "H", "H", "H", "H", "H", "H", "H", "H", "O", "C", "S", "C", "C", "S", "S", "S", "O", "S", "C", "C", "C", "C", "C", "C", "C", "C", "C", "C", "C", "C", "C", "C", "H", "H", "H", "H", "H", "H", "H", "H", "H", "H", "H", "H", "H", "H", "O", "C", "O", "H"], "xyz": [[0.866554, -0.053935, -0.489536], [3.993854, -1.220435, -2.751636], [2.840754, -2.094635, -2.861436], [2.242654, -2.008535, -4.174636], [3.161354, -3.467435, -2.532936], [3.555354, -3.665635, -1.067636], [2.560054, -3.203335, -0.123836], [1.354054, -4.006335, -0.163536], [3.117554, -3.187135, 1.216264], [4.861054, -1.604935, -3.323536], [4.276054, -1.103235, -1.707136], [3.734454, -0.234335, -3.131336], [2.933554, -2.320635, -4.984736], [1.923254, -0.985635, -4.356136], [1.361454, -2.648235, -4.215736], [3.994654, -3.848535, -3.166436], [2.286454, -4.084335, -2.755736], [4.470454, -3.105735, -0.871236], [3.781954, -4.748535, -0.926936], [1.581354, -5.080835, -0.023936], [0.853954, -3.869435, -1.120536], [0.691454, -3.667435, 0.631164], [3.492854, -4.183435, 1.513564], [2.344454, -2.871135, 1.914064], [3.936854, -2.471235, 1.262964], [-0.601546, 2.995065, 3.921564], [-0.814546, 2.272465, 2.588264], [-2.315646, 2.165465, 2.313664], [-0.112646, 3.047165, 1.466664], [-0.252046, 0.983165, 2.598264], [-0.472346, -0.226735, 3.680464], [0.033254, -1.961835, 2.708764], [-2.040446, -0.110735, 4.178264], [-2.765246, -0.842535, 5.122064], [-1.949846, -1.967735, 5.756764], [-3.218046, 0.141765, 6.211864], [-3.978246, -1.444335, 4.401064], [0.267654, 0.113265, 5.124664], [1.594754, 0.010565, 5.564664], [1.584654, 0.525065, 7.015564], [2.056654, -1.449135, 5.527464], [2.544154, 0.859165, 4.716864], [-1.111246, 3.958465, 3.907264], [0.458854, 3.150665, 4.101064], [-1.001946, 2.390465, 4.727864], [-2.748446, 3.154565, 2.179264], [-2.805246, 1.658065, 3.138964], [-2.470346, 1.572965, 1.417864], [-0.342046, 4.110665, 1.521664], [-0.437146, 2.661665, 0.504064], [0.966054, 2.905065, 1.553564], [-1.119346, -1.545635, 6.312164], [-1.543346, -2.596735, 4.970464], [-2.569346, -2.562035, 6.426664], [-2.337146, 0.587765, 6.666464], [-3.800246, -0.363535, 6.979964], [-3.820146, 0.931265, 5.767864], [-3.621846, -2.129135, 3.637064], [-4.549046, -0.660235, 3.910764], [-4.618646, -1.973435, 5.104064], [0.936654, -0.106135, 7.621964], [1.195254, 1.541365, 7.038064], [2.588354, 0.517165, 7.435664], [1.355754, -2.073235, 6.076964], [3.049754, -1.551835, 5.960364], [2.070054, -1.787435, 4.495264], [2.307554, 1.915465, 4.817164], [2.447154, 0.580365, 3.670364], [3.573554, 0.700965, 5.031964], [5.497354, 5.678265, 0.193564], [4.907454, 4.641365, -0.005536], [3.759654, 4.398665, -1.307436], [3.377554, 2.690865, -0.999136], [3.990454, 2.123565, 0.068264], [3.769354, 0.535065, 0.681964], [5.106054, 3.189365, 0.960764], [2.260154, 1.959065, -2.072236], [-0.178146, -0.483835, -2.502236], [-1.466946, 0.125165, -2.874336], [-1.920346, -0.942935, -4.431236], [-3.379046, -0.797835, -4.553636], [-3.968646, -0.159335, -5.640836], [-5.317446, 0.140265, -5.639336], [-6.107946, -0.212735, -4.560636], [-5.544146, -0.893735, -3.494536], [-4.196746, -1.189535, -3.492636], [-1.018546, 1.733265, -3.707036], [-0.489646, 1.716365, -5.080036], [-1.330646, 1.948765, -6.167636], [-0.834946, 1.958565, -7.457736], [0.514454, 1.742365, -7.683936], [1.364754, 1.553865, -6.606736], [0.872254, 1.538865, -5.316036], [-1.613746, -1.932135, -4.095636], [-1.372646, -0.658535, -5.323436], [-3.350446, 0.116465, -6.483836], [-5.745646, 0.684565, -6.470736], [-7.156846, 0.049865, -4.547736], [-6.161446, -1.168635, -2.652136], [-3.743946, -1.685835, -2.645836], [-0.279646, 2.131965, -3.014336], [-1.948846, 2.291765, -3.639836], [-2.376146, 2.151865, -5.982536], [-1.496246, 2.164365, -8.289236], [0.905154, 1.742865, -8.693136], [2.426454, 1.444165, -6.774336], [1.544954, 1.436965, -4.477036], [-3.526746, 1.816265, -2.199036], [-2.789146, 1.962565, -1.231836], [-1.645846, 1.479965, -1.056636], [-3.165946, 2.615165, -0.395436]], "forces_ev_per_angstrom": [[0.9, 0.2, 1.5], [0.1, 0.0, 0.0], [-0.1, -0.1, 0.0], [0.0, 0.0, -0.1], [0.0, -0.1, 0.2], [0.0, 0.1, -0.4], [0.0, 0.1, 0.0], [0.1, 0.1, 0.0], [0.0, 0.1, 0.1], [0.0, -0.1, 0.0], [0.1, 0.1, 0.0], [0.0, 0.1, 0.1], [0.0, 0.0, 0.1], [0.0, 0.1, -0.1], [-0.1, 0.0, 0.0], [-0.1, 0.1, 0.1], [0.0, 0.0, -0.1], [0.1, -0.1, 0.0], [0.0, 0.2, 0.1], [-0.1, 0.0, 0.0], [-0.1, -0.1, -0.1], [-0.1, -0.1, 0.0], [0.0, 0.0, 0.0], [0.1, 0.0, 0.1], [0.1, 0.0, 0.0], [0.1, -0.2, -0.2], [-0.4, 1.1, -0.1], [0.2, 0.0, 0.0], [0.0, -0.4, 0.3], [0.2, 0.0, -0.3], [0.2, -1.0, -0.2], [-0.1, 0.2, -0.2], [0.0, 0.3, -0.3], [-0.6, -0.2, 0.5], [0.0, 0.2, -0.1], [0.1, -0.2, -0.3], [0.3, 0.2, 0.1], [-0.2, 0.1, -0.1], [0.8, 0.0, 0.5], [0.0, -0.2, -0.4], [-0.1, 0.3, -0.1], [-0.4, -0.2, 0.1], [0.0, 0.1, 0.0], [0.1, 0.1, 0.0], [-0.1, 0.0, 0.2], [-0.1, 0.1, -0.1], [-0.1, 0.1, 0.0], [0.0, 0.0, -0.1], [0.0, 0.1, -0.1], [-0.1, 0.1, -0.2], [0.1, 0.1, 0.1], [0.1, 0.0, 0.1], [0.1, -0.2, -0.1], [-0.1, -0.1, 0.1], [0.1, 0.1, 0.1], [-0.1, -0.1, 0.1], [-0.1, 0.1, 0.0], [0.0, -0.2, -0.1], [-0.1, 0.1, 0.0], [-0.1, -0.1, 0.1], [-0.1, -0.1, 0.1], [0.0, 0.1, 0.0], [0.1, 0.0, 0.1], [-0.1, -0.1, 0.1], [0.1, 0.0, 0.1], [0.0, -0.1, 0.0], [0.0, 0.2, 0.0], [0.1, 0.0, -0.2], [0.1, 0.0, 0.0], [0.2, 0.5, 0.1], [-0.1, -0.4, -0.1], [-0.1, -0.2, -0.1], [0.7, 0.4, 0.7], [0.0, 0.7, -0.3], [-0.3, -0.7, 0.3], [-0.2, -0.2, 0.0], [-0.7, -0.2, -0.6], [1.9, -0.9, 0.3], [-2.1, -0.3, -3.0], [0.6, 0.6, 0.7], [-0.7, 0.0, -0.2], [0.2, -0.1, 0.0], [-0.1, 0.1, -0.1], [-0.1, 0.0, 0.0], [-0.1, -0.1, 0.0], [0.1, 0.1, -0.1], [-0.5, -0.3, 0.6], [0.2, -0.1, -0.5], [0.0, 0.1, 0.2], [-0.1, 0.0, -0.2], [0.1, 0.0, -0.1], [0.1, 0.0, -0.2], [-0.1, 0.0, 0.1], [0.0, 0.0, 0.0], [0.1, 0.0, -0.1], [0.0, 0.1, 0.0], [-0.1, 0.0, -0.1], [-0.1, 0.0, 0.0], [0.0, 0.0, 0.1], [0.0, 0.0, 0.1], [0.0, 0.1, 0.2], [0.0, 0.1, 0.1], [-0.1, 0.0, 0.0], [-0.1, 0.0, -0.1], [0.0, 0.0, 0.0], [0.1, -0.1, 0.0], [0.1, 0.0, 0.1], [-0.6, 0.1, -0.7], [-0.8, 0.9, 1.0], [1.5, -0.2, 0.8], [0.1, -0.2, -0.2]], "mulliken_charge": [1.83, -1.05, 1.30, -0.96, -1.29, -1.28, 1.03, -0.98, -0.81, 0.24, 0.12, 0.28, 0.35, -0.05, 0.35, 0.42, 0.43, 0.49, 0.46, 0.26, 0.16, 0.27, 0.31, -0.05, 0.24, -1.54, 2.10, -1.18, -1.53, 0.65, -1.38, -0.94, 0.86, 1.62, -1.35, -1.72, -1.85, -0.07, 1.78, -1.98, -1.20, -1.42, 0.55, 0.24, 0.11, 0.54, 0.05, -0.11, 0.43, 0.02, 0.37, 0.13, 0.24, 0.54, 0.25, 0.48, 0.32, 0.38, 0.32, 0.42, 0.40, 0.36, 0.38, 0.28, 0.51, -0.09, 0.22, 0.20, 0.53, -0.67, 0.59, -0.22, -0.41, -0.21, -0.45, -0.20, -0.22, -0.36, 0.47, -1.70, 0.74, -0.42, -0.62, -0.38, -0.66, -0.32, -0.77, -0.52, -0.26, -0.67, -0.40, -1.04, 0.06, 0.58, 0.49, 0.53, 0.36, 0.37, 0.38, 0.39, 0.57, 0.74, 0.61, 0.39, 0.38, 0.43, 0.31, -0.49, -0.13, -0.43, 0.23]}